Molecular formula: C29H42IIrN3O2SSb
Method: DFT, ωB97M-V/def2-TZVPD

CARTESIAN COORDINATES (ANGSTROEM)
Ir 2.08778 -1.22418 1.52157
C -4.41020 -3.74634 -3.89083
C -3.40248 -3.29881 -2.87357
C -2.06696 -3.69224 -2.97072
C -1.13994 -3.31999 -2.01410
C -1.55097 -2.52457 -0.94891
C -2.87620 -2.12847 -0.82147
C -3.79039 -2.51795 -1.78543
S -0.36278 -2.03852 0.23947
O -1.06909 -1.51942 1.38773
O 0.54804 -3.14226 0.42873
N 0.50336 -0.74996 -0.30027
C 1.63054 -1.04488 -1.12745
C 1.63559 -1.23543 -2.49733
C 2.85149 -1.50541 -3.10778
C 4.00613 -1.56908 -2.34223
C 3.91879 -1.37161 -0.97673
N 2.74956 -1.10425 -0.39157
H -3.93862 -3.97129 -4.84561
H -5.17649 -2.98897 -4.04938
H -4.91110 -4.65345 -3.54699
H -1.75597 -4.31693 -3.79848
H -0.11602 -3.66569 -2.07469
H -3.18903 -1.55182 0.03779
H -4.82808 -2.22439 -1.68526
H 0.71438 -1.18467 -3.05860
H 2.89880 -1.66602 -4.17630
H 4.96525 -1.77883 -2.79275
H 4.78958 -1.41549 -0.33818
C -1.65044 1.47544 -2.58857
C -0.37777 2.15875 -2.11082
C 0.76939 1.80642 -3.04519
C -0.56413 3.67028 -2.02984
Sb 0.03933 1.39764 -0.08296
C 1.70890 2.54346 0.74371
C 2.21349 1.90524 2.02039
C 1.24692 3.98154 1.00510
C 2.81217 2.52037 -0.31195
C -1.71974 1.68280 1.25288
C -1.20581 1.63060 2.68818
C -2.77731 0.60238 1.04842
C -2.30487 3.04545 0.90250
H -1.94374 1.92162 -3.54311
H -2.48913 1.60623 -1.90241
H -1.48976 0.41416 -2.75696
H 0.41752 1.93861 -4.07248
H 1.08092 0.77900 -2.93661
H 1.63146 2.45659 -2.91342
H -0.74360 4.03057 -3.04666
H 0.32384 4.18387 -1.66118
H -1.42028 3.96460 -1.42398
H 1.62604 2.08681 2.91968
H 3.23369 2.25740 2.18708
H 2.21465 0.82062 1.84814
H 0.40400 4.04097 1.69387
H 0.98351 4.51168 0.08949
H 2.07894 4.51983 1.46448
H 3.13088 1.50639 -0.55700
H 3.67783 3.05491 0.08650
H 2.51581 3.02615 -1.22999
H -0.67391 0.70203 2.90355
H -2.07133 1.67744 3.35397
H -0.56024 2.47247 2.93644
H -2.40392 -0.39161 1.23387
H -3.21129 0.63163 0.04769
H -3.58747 0.79813 1.75693
H -1.57941 3.85925 0.95965
H -3.08986 3.25630 1.63344
H -2.76919 3.05447 -0.08369
I 4.31878 -1.62314 2.88960
C 2.69682 -1.98321 4.17997
C 2.75672 -2.43687 5.47339
C 1.53908 -2.62283 6.11974
C 0.36072 -2.35241 5.44451
C 0.40986 -1.89931 4.13726
N 1.57786 -1.71237 3.50714
H 3.70095 -2.64281 5.95539
H 1.52006 -2.98147 7.13998
H -0.59812 -2.49924 5.92038
H -0.47378 -1.69586 3.55287

Results
charge: +2
total energy: -67615.3949 eV
LUMO level: -6.22 eV
ΔE to the lowest compared entry with this formula, charge and spin: 41.62 kcal per mole
strongest force on any atom: 2.3 eV/Å
HOMO-LUMO gap: 6.22 eV